(1)
C6H12N2 as an isolated structure at a distorted geometry. Source: the OMol25 dataset; level of theory: ωB97M-V with the def2-TZVPD basis set.

XYZ file:
```
20
Properties=species:S:1:pos:R:3:mulliken_charge:R:1
C 1.72 -0.52 -0.33 -0.9570
C 1.64 0.97 -0.22 -0.4307
C 0.14 0.84 0.24 -0.0492
C -1.28 1.36 0.02 -0.6630
C -1.01 -1.27 -0.40 -0.5636
C 0.38 -1.14 0.43 -0.3524
H 2.47 -0.89 0.26 0.4368
H 1.85 -0.84 -1.35 0.3415
H 1.73 1.63 -1.18 0.2238
H 2.21 1.56 0.51 0.3373
H 0.02 0.24 -0.68 0.1474
H -1.76 1.97 0.84 0.2858
H -1.39 2.05 -0.91 0.2487
H -2.77 -0.15 0.33 0.2602
H -0.75 -1.40 -1.53 0.2633
H -1.46 -2.18 0.00 0.3442
H 0.60 -2.00 1.05 0.6196
H -0.66 -0.09 1.81 0.3931
N -1.90 -0.07 -0.23 -0.3960
N 0.21 -0.06 1.34 -0.4898
```

Its spin multiplicity is 1. For the energy relative to the best compared isomer or geometry (same formula, charge and spin), the calculation gives 116.93 kcal per mole. The HOMO energy comes out at -8.6 eV.

***

(2)
A 3-piece molecular cluster, C14H29ClNO5P overall at a distorted geometry. Source: the OMol25 dataset; level of theory: ωB97M-V with the def2-TZVPD basis set.

XYZ file:
```
51
Properties=species:S:1:pos:R:3:mulliken_charge:R:1
C 3.44 0.14 0.43 -1.0355
C 4.20 -0.20 -0.86 -0.4754
C 3.49 -1.22 -1.78 -0.6265
C 3.13 -0.70 -3.18 -0.8617
C 2.50 0.70 -3.25 -0.7760
C 1.31 0.95 -2.28 0.0581
C 0.02 1.41 -2.97 -1.1281
N -1.06 0.39 -3.18 0.2691
C -2.11 0.53 -2.23 0.2411
O -3.12 1.13 -2.47 -0.5302
O -1.86 0.01 -1.00 -0.1078
P -0.49 -1.14 -3.68 0.1913
O -1.88 -1.75 -4.29 -0.4627
Cl -0.36 -2.40 -2.01 -0.2641
H 4.07 0.02 1.31 0.4729
H 3.07 1.16 0.42 0.1815
H 2.56 -0.50 0.57 0.1963
H 5.17 -0.63 -0.58 0.3653
H 4.43 0.71 -1.42 0.3590
H 2.58 -1.60 -1.31 0.2819
H 4.14 -2.08 -1.91 0.4000
H 4.04 -0.67 -3.79 0.3597
H 2.44 -1.40 -3.67 0.2894
H 3.27 1.45 -3.08 0.4689
H 2.15 0.84 -4.28 0.3858
H 1.61 1.77 -1.62 0.3203
H 1.14 0.09 -1.62 0.1613
H 0.26 1.83 -3.95 0.4305
H -0.42 2.23 -2.40 0.3293
H -2.63 -0.52 -0.75 0.2160
H -2.37 -2.22 -3.60 0.3050
C -1.21 1.47 1.62 -0.2504
C -0.09 2.05 2.45 0.7468
C -0.49 3.06 3.51 -1.1900
O 1.06 1.74 2.29 -0.5307
H -0.79 0.76 0.92 -0.0644
H -1.91 0.95 2.28 0.0194
H -1.73 2.26 1.08 0.3674
H -1.18 2.59 4.22 0.2813
H -0.99 3.91 3.05 0.3300
H 0.40 3.40 4.04 0.3251
C -2.56 -2.67 3.39 -1.0927
C -3.35 -1.47 3.86 0.8185
C -4.72 -1.73 4.42 -1.1565
O -2.89 -0.35 3.80 -0.5468
H -1.59 -2.34 3.02 0.2672
H -2.41 -3.37 4.22 0.3568
H -3.10 -3.18 2.59 0.3239
H -4.66 -2.40 5.28 0.3500
H -5.35 -2.21 3.66 0.3378
H -5.18 -0.80 4.72 0.2925
```

The SMILES is CCCCCCCN(C(=O)O)P(O)Cl.CC(C)=O.CC(C)=O. Its spin multiplicity is 1. The HOMO energy comes out at -9.3 eV.

***

(3)
C15H26F3HgN2 as an isolated structure at a distorted geometry. Source: the OMol25 dataset; level of theory: ωB97M-V with the def2-TZVPD basis set.

XYZ file:
```
47
Properties=species:S:1:pos:R:3:lowdin_spin:R:1
Hg 0.84 1.23 -1.39 0.3675
C -1.98 -1.98 -2.04 -0.0004
C -0.98 -1.85 -0.91 0.0030
C -1.39 -1.41 0.35 0.0017
C -2.87 -1.21 0.65 0.0002
C -0.45 -1.22 1.37 0.0029
C -0.90 -0.70 2.72 0.0001
C 0.89 -1.51 1.14 0.0131
C 1.89 -1.41 2.28 0.0007
C 1.31 -1.94 -0.12 0.0287
C 2.78 -2.16 -0.40 0.0085
C 0.37 -2.16 -1.13 0.0176
C 0.80 -2.75 -2.45 0.0019
H -2.45 -2.97 -2.05 0.0000
H -1.51 -1.82 -3.00 -0.0001
H -2.77 -1.24 -1.95 -0.0001
H -3.16 -0.16 0.57 0.0001
H -3.10 -1.55 1.66 0.0000
H -3.49 -1.78 -0.03 0.0000
H -1.17 -1.52 3.39 0.0000
H -1.77 -0.05 2.63 0.0000
H -0.11 -0.13 3.21 0.0002
H 2.26 -0.39 2.41 0.0005
H 2.75 -2.06 2.11 0.0000
H 1.43 -1.72 3.22 0.0000
H 3.11 -3.15 -0.10 -0.0001
H 3.38 -1.43 0.14 0.0023
H 3.00 -2.04 -1.46 0.0020
H 1.11 -1.97 -3.16 0.0017
H -0.01 -3.32 -2.91 0.0000
H 1.64 -3.43 -2.32 0.0001
N 1.28 2.22 1.41 0.0615
C 1.12 3.68 1.49 0.0042
C -0.25 4.09 0.98 0.0006
N -0.41 3.76 -0.43 0.0043
H 0.52 1.76 1.90 0.0010
H 2.15 1.91 1.81 0.0012
H 1.89 4.13 0.86 0.0013
H 1.25 4.06 2.51 0.0015
H -0.39 5.16 1.20 0.0001
H -1.01 3.54 1.55 0.0002
H 0.09 4.42 -1.02 0.0003
H -1.37 3.75 -0.72 -0.0003
F -0.25 2.36 -4.28 0.0519
C -0.83 1.73 -3.24 0.3120
F -1.76 2.57 -2.74 0.0550
F -1.48 0.66 -3.71 0.0530
```

Its spin multiplicity is 2. The HOMO energy (alpha / beta) comes out at -6.8 / -8.2 eV.

***

(4)
C8H24OP2Tl as an isolated structure at a distorted geometry. Source: the OMol25 dataset; level of theory: ωB97M-V with the def2-TZVPD basis set.

XYZ file:
```
36
Properties=species:S:1:pos:R:3:mulliken_charge:R:1
Tl 0.00 -0.15 0.05 2.1766
H -0.95 -0.63 1.01 -0.4450
H -0.95 0.26 1.02 0.4968
P -0.02 -2.46 -0.38 0.1762
P -0.02 2.17 -0.36 0.2530
C 1.39 3.16 0.31 -1.2021
H 1.32 4.22 0.02 0.4453
H 1.41 3.06 1.41 0.3052
H 2.33 2.73 -0.09 0.3570
C 0.01 2.60 -2.15 -1.1594
H -0.86 2.13 -2.64 0.3678
H -0.01 3.69 -2.31 0.3932
H 0.93 2.17 -2.60 0.3619
C -1.48 3.13 0.24 -1.1405
H -1.53 3.07 1.34 0.2927
H -1.43 4.19 -0.06 0.4381
H -2.40 2.67 -0.18 0.3474
C 0.19 -2.87 -2.17 -1.1929
H 0.15 -3.96 -2.34 0.3960
H -0.60 -2.37 -2.74 0.3646
H 1.16 -2.48 -2.51 0.3598
C 1.29 -3.49 0.42 -1.2570
H 1.19 -3.41 1.51 0.3763
H 1.22 -4.55 0.12 0.4079
H 2.28 -3.09 0.13 0.3836
C -1.56 -3.39 0.05 -1.1922
H -2.41 -2.90 -0.45 0.3542
H -1.50 -4.44 -0.26 0.4132
H -1.72 -3.33 1.14 0.3739
C 1.51 -0.15 1.24 0.1272
O 2.45 -0.15 1.94 -0.3294
H -1.29 -0.15 -1.09 -0.2104
C 0.01 1.12 2.19 -2.2520
H -0.89 1.65 2.55 0.4102
H 0.84 1.66 2.68 0.4698
H -0.09 0.31 2.96 0.5330
```

Its spin multiplicity is 1. The charge is +1. The HOMO energy comes out at -10.7 eV.

***

(5)
C20H28N2O3 in the gas phase. Source: the OMol25 dataset; level of theory: ωB97M-V with the def2-TZVPD basis set.

XYZ file:
```
53
Properties=species:S:1:pos:R:3:mulliken_charge:R:1
C 0.74 -4.05 5.14 -0.7884
O -0.16 -3.04 5.52 -0.4498
C -0.92 -2.45 4.55 0.6189
C -1.81 -1.46 4.98 -0.5613
C -2.62 -0.81 4.07 -0.6107
C -2.56 -1.13 2.73 -0.5394
C -1.69 -2.11 2.29 0.4325
C -1.55 -2.46 0.83 -1.9702
N -0.37 -1.83 0.25 0.3493
C -0.48 -0.40 0.03 -1.3800
C 0.64 0.15 -0.84 1.1097
C 0.59 1.68 -0.80 -0.1738
O 0.15 2.27 0.16 -0.7078
N 1.11 2.34 -1.87 0.2107
C 1.56 1.74 -3.10 -0.9220
C 0.43 1.43 -4.10 -0.6004
C -0.78 2.36 -3.96 -0.6350
C -0.42 3.85 -3.92 -0.7709
C -0.19 4.36 -2.50 -0.5431
C 1.07 3.79 -1.84 -1.0357
C 1.96 -0.34 -0.25 -0.7539
C 2.01 -1.85 -0.36 -0.5989
C 0.77 -2.55 0.19 0.7554
O 0.81 -3.73 0.50 -0.7070
C -0.87 -2.77 3.20 -0.1460
H 1.23 -4.36 6.05 0.2333
H 1.49 -3.68 4.43 0.3250
H 0.22 -4.90 4.69 0.3254
H -1.84 -1.22 6.03 0.4432
H -3.30 -0.05 4.42 0.3677
H -3.20 -0.62 2.02 0.3724
H -2.43 -2.12 0.27 0.5288
H -1.43 -3.54 0.70 0.5488
H -1.45 -0.21 -0.45 0.3142
H -0.48 0.13 0.99 0.3008
H 0.52 -0.23 -1.85 0.3130
H 2.25 2.45 -3.56 0.5972
H 2.14 0.83 -2.89 0.2440
H 0.08 0.40 -3.97 0.3011
H 0.84 1.50 -5.11 0.4557
H -1.44 2.16 -4.81 0.4452
H -1.33 2.10 -3.06 0.2124
H 0.45 4.04 -4.54 0.3216
H -1.25 4.42 -4.35 0.3785
H -1.05 4.10 -1.88 0.2597
H -0.10 5.44 -2.51 0.4104
H 1.10 4.10 -0.80 0.3756
H 1.96 4.16 -2.35 0.4657
H 2.82 0.10 -0.77 0.3858
H 2.02 -0.03 0.80 0.3183
H 2.10 -2.15 -1.41 0.2379
H 2.87 -2.26 0.17 0.3981
H -0.19 -3.53 2.83 0.5379
```

The SMILES is COc1cccc(CN2C[C@@H](C(=O)N3CCCCCC3)CCC2=O)c1. Its spin multiplicity is 1. For the energy relative to the best compared isomer or geometry (same formula, charge and spin), the calculation gives 18.92 kcal per mole. The HOMO energy comes out at -8.4 eV.

***

(6)
C25H31N2OSn as an isolated structure at a distorted geometry. Source: the OMol25 dataset; level of theory: ωB97M-V with the def2-TZVPD basis set.

XYZ file:
```
60
Properties=species:S:1:pos:R:3:mulliken_charge:R:1
C -0.04 -0.69 -4.36 0.7863
C -0.69 -1.99 -4.07 -1.0905
C -0.78 0.38 -5.06 -1.0783
C 1.45 -0.65 -4.29 -0.9031
H -0.45 0.47 -6.12 0.4336
H -0.63 1.37 -4.61 0.2295
H -1.86 0.18 -5.06 0.3213
H -0.71 -2.65 -4.95 0.4370
H -1.73 -1.86 -3.74 0.3100
H -0.15 -2.53 -3.27 0.2734
H 1.92 -1.34 -5.02 0.5027
H 1.80 -0.97 -3.30 0.2600
H 1.85 0.35 -4.48 0.2640
C -2.96 1.26 -0.17 -0.5122
C -3.00 1.45 -1.58 -0.6717
C -3.04 0.16 -2.20 -0.6327
H -3.04 2.41 -2.11 0.4686
C -2.99 -0.83 -1.15 -0.8049
C -2.96 -0.14 0.09 -0.4475
H -3.01 -0.60 1.07 0.5140
H -3.02 2.04 0.58 0.4527
H -3.18 -0.04 -3.26 0.7606
H -3.03 -1.91 -1.28 0.4616
C 1.79 2.31 -0.38 -0.3870
C 0.66 3.16 -0.40 -0.1417
C 0.19 3.28 -1.73 -1.1319
H 0.29 3.72 0.46 0.4867
C 1.05 2.49 -2.57 -0.3636
C 2.04 1.87 -1.71 -1.0159
H 2.90 1.28 -2.05 0.5013
H 2.41 2.09 0.49 0.4736
H -0.64 3.89 -2.08 0.4372
H 1.06 2.47 -3.66 0.7617
Sn -0.24 0.35 -1.68 1.1647
C 0.78 -2.14 4.69 -1.1993
N 0.50 -2.05 3.27 0.0050
N 0.67 -0.94 2.54 0.8029
C 0.35 -1.20 1.23 0.2971
O 0.45 -0.27 0.37 -0.6628
C 0.00 -2.58 1.20 -1.0798
C 0.12 -3.07 2.48 0.5896
C -0.08 -4.43 2.99 -1.5270
C 0.94 0.35 3.10 -0.1337
C 2.13 0.55 3.80 -0.0562
C 2.44 1.84 4.26 -0.7219
C 1.56 2.90 3.99 -0.5480
C 0.35 2.67 3.31 -0.6204
C 0.03 1.38 2.88 -0.1582
H 1.60 -2.84 4.87 0.3216
H -0.11 -2.50 5.22 0.3550
H 1.05 -1.17 5.08 0.6095
H -0.33 -3.12 0.32 0.4122
H 0.85 -4.87 3.38 0.3204
H -0.83 -4.46 3.80 0.3379
H -0.43 -5.07 2.18 0.3696
H 2.79 -0.30 4.00 0.6083
H 3.36 1.99 4.83 0.3934
H 1.80 3.90 4.35 0.4081
H -0.35 3.49 3.13 0.4823
H -0.93 1.16 2.40 0.2751
```

Its spin multiplicity is 1. The charge is +1. The HOMO energy (alpha / beta) comes out at -9.8 / -9.8 eV.